1.
A 21-piece molecular cluster, C31H54Cl40N2O2S overall. Source: the OMol25 dataset; level of theory: ωB97M-V with the def2-TZVPD basis set.

Geometry (Å):
C (-6.256009, 2.258493, 3.300899)
C (-5.916472, 1.508810, 2.067129)
N (-6.601220, 1.507101, 1.015711)
C (-4.642836, 0.719737, 2.085792)
C (-4.876058, -0.715813, 1.880508)
C (-4.330188, -1.450672, 0.936510)
C (-3.344911, -0.958781, -0.061250)
C (-1.959800, -0.854499, 0.594175)
N (-0.865867, -1.233458, -0.305558)
C (-4.721069, -2.859887, 0.883269)
O (-4.946239, -3.419994, -0.154599)
C (-4.862969, -3.515550, 2.194628)
C (-5.377483, -2.793951, 3.141351)
S (-5.602661, -3.379482, 4.790218)
C (-5.792107, -1.407660, 2.807084)
O (-6.801467, -0.917928, 3.224814)
H (-6.262697, 1.560043, 4.125125)
H (-7.243847, 2.682472, 3.230109)
H (-5.546947, 3.049606, 3.492971)
H (-7.424191, 2.087321, 1.129381)
H (-4.013904, 1.127741, 1.321450)
H (-4.177043, 0.860400, 3.053057)
H (-3.671389, 0.010077, -0.393068)
H (-3.280049, -1.630867, -0.898779)
H (-1.840714, 0.129125, 1.040233)
H (-1.943027, -1.552133, 1.417054)
H (-0.024816, -1.301609, 0.256856)
H (-0.707388, -0.479040, -0.963716)
H (-4.533739, -4.521878, 2.347468)
H (-4.481809, -2.886337, 5.313023)
C (-3.473861, 4.799126, 1.627807)
Cl (-4.285888, 5.110262, 3.171069)
Cl (-2.534254, 3.307209, 1.686861)
H (-4.233785, 4.702193, 0.862460)
H (-2.806636, 5.622326, 1.405193)
C (-5.809976, -6.482243, 7.482729)
Cl (-6.369226, -6.550757, 5.809467)
Cl (-5.156622, -4.885403, 7.908805)
H (-6.644794, -6.697866, 8.136563)
H (-5.029809, -7.216450, 7.614250)
C (1.641142, -3.489315, 1.415562)
Cl (1.299171, -2.679998, 2.954216)
Cl (2.317224, -2.357263, 0.235937)
H (2.372432, -4.266482, 1.593370)
H (0.735175, -3.940096, 1.020092)
C (2.568773, -1.210625, -3.530292)
Cl (1.660308, 0.270466, -3.831473)
Cl (4.097514, -0.847940, -2.711564)
H (1.980230, -1.861858, -2.895827)
H (2.779747, -1.694499, -4.475536)
C (0.849250, 2.888527, 0.448155)
Cl (2.234062, 1.928429, 0.983078)
Cl (0.531160, 2.695170, -1.279430)
H (-0.023567, 2.561432, 0.991164)
H (1.051433, 3.933688, 0.647926)
C (7.167078, -2.573022, -0.218650)
Cl (7.422916, -2.241555, 1.494807)
Cl (7.609630, -4.235389, -0.637514)
H (6.122188, -2.418731, -0.450582)
H (7.791626, -1.901468, -0.795524)
C (-0.682562, 1.024983, -7.219913)
Cl (-1.323222, 1.558038, -5.655841)
Cl (0.077618, -0.566781, -7.117193)
H (-1.503415, 0.971998, -7.922792)
H (0.057753, 1.741917, -7.552520)
C (9.351147, 1.258568, 2.342627)
Cl (8.800853, 1.007135, 0.682979)
Cl (9.797101, 2.940691, 2.650198)
H (8.547000, 0.986616, 3.014256)
H (10.218909, 0.635071, 2.513382)
C (-0.777732, 4.775255, 4.923584)
Cl (-0.217175, 3.863504, 6.326614)
Cl (0.035277, 4.267044, 3.437559)
H (-1.841345, 4.606231, 4.805871)
H (-0.572216, 5.825286, 5.086350)
C (1.717719, 2.842262, -10.563514)
Cl (1.200666, 3.366907, -8.950953)
Cl (0.641064, 1.610757, -11.222871)
H (1.709948, 3.702962, -11.219370)
H (2.714235, 2.427792, -10.484380)
C (-4.928044, 0.816444, -5.957108)
Cl (-6.083762, 2.153338, -5.953581)
Cl (-4.253476, 0.524997, -7.565106)
H (-4.112433, 1.061161, -5.289611)
H (-5.436563, -0.081690, -5.632034)
C (3.999144, 5.572999, -7.228685)
Cl (3.703081, 6.269058, -5.636803)
Cl (4.687117, 6.752575, -8.351334)
H (4.695081, 4.751191, -7.118943)
H (3.057666, 5.222193, -7.629603)
C (-0.167174, 6.106700, -4.861697)
Cl (0.443486, 5.228701, -3.455327)
Cl (0.547761, 5.500378, -6.359976)
H (-1.240331, 5.978606, -4.916656)
H (0.089088, 7.153768, -4.759009)
C (-4.874634, -9.740511, 9.709392)
Cl (-5.431215, -9.758994, 8.028503)
Cl (-4.218997, -8.169858, 10.188160)
H (-5.716239, -9.970547, 10.349440)
H (-4.097119, -10.484967, 9.818810)
C (5.064540, 9.951644, -5.330973)
Cl (3.744836, 11.111146, -5.538128)
Cl (6.406604, 10.275171, -6.434903)
H (5.430028, 10.022927, -4.314802)
H (4.683515, 8.958390, -5.529327)
C (7.508587, 1.158827, -4.281532)
Cl (6.415726, 0.036980, -5.102615)
Cl (7.500575, 1.002121, -2.516405)
H (8.517526, 0.984411, -4.631481)
H (7.191166, 2.164147, -4.525971)
C (1.569698, 0.566443, 6.931409)
Cl (0.957789, 0.992170, 8.532253)
Cl (0.620727, -0.738750, 6.187803)
H (1.518617, 1.438493, 6.291421)
H (2.590990, 0.221196, 7.032479)
C (3.752454, -4.778021, -1.646748)
Cl (2.369967, -5.638857, -0.964844)
Cl (3.380567, -4.077354, -3.228460)
H (4.027173, -3.978384, -0.973196)
H (4.571171, -5.475219, -1.767241)
C (3.227182, -2.885931, 6.080405)
Cl (4.501717, -1.816731, 6.699035)
Cl (3.215341, -4.441920, 6.923588)
H (2.259094, -2.404940, 6.219985)
H (3.419411, -3.066228, 5.031155)
C (-1.467877, -7.049857, -0.906445)
Cl (-0.833106, -5.540739, -0.223996)
Cl (-0.918470, -8.463972, 0.004608)
H (-2.544941, -7.015256, -0.880659)
H (-1.108389, -7.132940, -1.924283)

Forces on atoms 1 to 2 (eV/Å):
-0.3 -0.2 0.2
-0.1 0.4 0.2

**HOMO energy**: -0.3395 Eh
**Lowest unoccupied orbital energy**: -0.5572 eV
**E**: -551829.01142 eV

Atom charges from the Mulliken analysis, given in e for atoms 1 to 99:
1 C -1.118
2 C 0.834
3 N -0.790
4 C 0.309
5 C 0.268
6 C 0.681
7 C -1.150
8 C -0.355
9 N -0.398
10 C -0.077
11 O -0.599
12 C -0.614
13 C -0.300
14 S -0.148
15 C 0.166
16 O -0.604
17 H 0.310
18 H 0.501
19 H -0.026
20 H 0.311
21 H -0.110
22 H 0.320
23 H 0.558
24 H 0.389
25 H -0.022
26 H 0.590
27 H 0.061
28 H 0.198
29 H 0.603
30 H 0.166
31 C -0.513
32 Cl -0.185
33 Cl -0.028
34 H 0.356
35 H 0.388
36 C -0.013
37 Cl -0.157
38 Cl -0.189
39 H 0.327
40 H -0.017
41 C -0.028
42 Cl -0.054
43 Cl -0.058
44 H 0.437
45 H -0.204
46 C -0.598
47 Cl -0.043
48 Cl -0.022
49 H 0.287
50 H 0.357
51 C 0.253
52 Cl -0.120
53 Cl -0.091
54 H -0.380
55 H 0.345
56 C 0.220
57 Cl -0.159
58 Cl -0.174
59 H -0.050
60 H 0.168
61 C 0.446
62 Cl -0.129
63 Cl -0.164
64 H 0.214
65 H -0.348
66 C -0.346
67 Cl -0.060
68 Cl -0.161
69 H 0.270
70 H 0.303
71 C -0.188
72 Cl -0.130
73 Cl -0.066
74 H 0.065
75 H 0.344
76 C -0.397
77 Cl -0.100
78 Cl -0.147
79 H 0.317
80 H 0.288
81 C -0.016
82 Cl -0.166
83 Cl -0.149
84 H 0.037
85 H 0.296
86 C 0.338
87 Cl -0.158
88 Cl -0.170
89 H 0.262
90 H -0.275
91 C -0.496
92 Cl -0.098
93 Cl -0.060
94 H 0.320
95 H 0.333
96 C -0.239
97 Cl -0.139
98 Cl -0.134
99 H 0.265

***

2.
A 2-piece molecular cluster, C9H14O overall. Source: the OMol25 dataset; level of theory: ωB97M-V with the def2-TZVPD basis set.

Geometry (Å):
C (-3.687434, 1.044017, 1.064183)
C (-2.323706, 0.555258, 0.542568)
H (-4.272630, 1.461969, 0.245688)
H (-4.250091, 0.260851, 1.567790)
H (-3.527970, 1.870568, 1.751240)
H (-2.375058, 0.113704, -0.454578)
H (-1.858094, -0.143237, 1.236254)
H (-1.665623, 1.421240, 0.502242)
C (1.523948, 1.650218, -1.780923)
C (2.480563, -0.889317, 0.874742)
C (1.534928, -1.886156, 0.660216)
C (2.415197, 0.253718, 0.115197)
C (1.496964, 0.405972, -0.931085)
C (0.585428, -1.741927, -0.331111)
C (0.629872, -0.640686, -1.189944)
O (1.494380, -2.901170, 1.577158)
H (3.238539, -1.059047, 1.635842)
H (3.118533, 1.067151, 0.262917)
H (-0.118023, -2.552761, -0.502535)
H (0.968702, -3.630469, 1.241016)
H (1.503771, 2.565914, -1.191457)
H (0.738250, 1.669865, -2.535328)
H (-0.094951, -0.518234, -1.988857)
H (2.444514, 1.622568, -2.371225)

Forces on atoms 1 to 2 (eV/Å):
0.4 0.0 -0.4
-0.2 0.4 0.3

**HOMO energy**: -0.3084 Eh
**Lowest unoccupied orbital energy**: 0.8648 eV
**E**: -11607.40338 eV

Charges in e, computed with Mulliken, in the same order as the atoms:
1 C -1.005
2 C -0.612
3 H 0.283
4 H 0.298
5 H 0.289
6 H 0.248
7 H 0.276
8 H 0.229
9 C -1.623
10 C -0.520
11 C 0.763
12 C -0.431
13 C 0.715
14 C -0.529
15 C -0.584
16 O -0.543
17 H 0.385
18 H 0.376
19 H 0.281
20 H 0.288
21 H 0.354
22 H 0.347
23 H 0.335
24 H 0.382

***

3.
The molecule C12H18O2. Source: the OMol25 dataset; level of theory: ωB97M-V with the def2-TZVPD basis set.

Geometry (Å):
C (3.243711, 0.287114, 0.942037)
C (4.412213, 0.596215, 1.494075)
C (-2.382241, -0.465241, 1.398695)
C (-2.812818, 0.615441, 0.342113)
C (-2.345433, -1.735252, 0.512978)
C (1.787360, 0.160446, -1.129601)
C (-0.610137, 1.015776, -1.049996)
C (2.992173, -0.327481, -0.359385)
C (-2.043415, 0.270403, -0.891176)
C (-1.630581, -1.197860, -0.787382)
C (0.405955, 0.162538, -0.464065)
C (-0.132651, -1.246220, -0.468533)
O (3.086539, -1.755453, -0.272023)
O (0.504764, -2.223310, -0.326651)
H (4.631520, 1.076430, 2.369080)
H (5.301146, 0.278000, 0.928359)
H (-1.333700, -0.283516, 1.656213)
H (-2.961591, -0.556337, 2.363867)
H (-3.938251, 0.692524, 0.144319)
H (-2.492884, 1.610435, 0.722503)
H (-1.900271, -2.623452, 1.061824)
H (-3.295237, -2.089365, 0.137076)
H (2.077631, 1.153400, -1.583654)
H (1.811471, -0.441930, -1.971773)
H (-0.315816, 1.021956, -2.158905)
H (-0.625583, 2.025860, -0.626000)
H (3.928090, -0.240715, -1.057305)
H (-2.533625, 0.454987, -1.866345)
H (-1.759607, -1.927695, -1.528788)
H (0.654360, 0.371070, 0.564811)
H (2.449236, -2.107030, 0.358474)
H (2.433639, 0.671116, 1.535884)

Forces on atoms 1 to 2 (eV/Å):
0.4 1.8 1.9
0.8 -2.1 -3.6

**HOMO energy**: -0.3361 Eh
**Lowest unoccupied orbital energy**: 0.8616 eV
**E**: -16828.87576 eV

Charges in e, computed with Mulliken, in the same order as the atoms:
1 C -0.187
2 C -0.986
3 C -0.459
4 C -0.919
5 C -0.856
6 C -1.470
7 C -1.154
8 C 0.445
9 C 0.077
10 C -0.081
11 C 1.149
12 C -0.159
13 O -0.533
14 O -0.623
15 H 0.365
16 H 0.244
17 H 0.112
18 H 0.380
19 H 0.254
20 H 0.365
21 H 0.348
22 H 0.372
23 H 0.331
24 H 0.435
25 H 0.369
26 H 0.267
27 H 0.273
28 H 0.438
29 H 0.632
30 H 0.010
31 H 0.356
32 H 0.200

***

What did the second record say?
A 2-piece molecular cluster, C9H14O overall. Source: the OMol25 dataset; level of theory: ωB97M-V with the def2-TZVPD basis set.

Geometry (Å):
C (-3.687434, 1.044017, 1.064183)
C (-2.323706, 0.555258, 0.542568)
H (-4.272630, 1.461969, 0.245688)
H (-4.250091, 0.260851, 1.567790)
H (-3.527970, 1.870568, 1.751240)
H (-2.375058, 0.113704, -0.454578)
H (-1.858094, -0.143237, 1.236254)
H (-1.665623, 1.421240, 0.502242)
C (1.523948, 1.650218, -1.780923)
C (2.480563, -0.889317, 0.874742)
C (1.534928, -1.886156, 0.660216)
C (2.415197, 0.253718, 0.115197)
C (1.496964, 0.405972, -0.931085)
C (0.585428, -1.741927, -0.331111)
C (0.629872, -0.640686, -1.189944)
O (1.494380, -2.901170, 1.577158)
H (3.238539, -1.059047, 1.635842)
H (3.118533, 1.067151, 0.262917)
H (-0.118023, -2.552761, -0.502535)
H (0.968702, -3.630469, 1.241016)
H (1.503771, 2.565914, -1.191457)
H (0.738250, 1.669865, -2.535328)
H (-0.094951, -0.518234, -1.988857)
H (2.444514, 1.622568, -2.371225)

Forces on atoms 1 to 2 (eV/Å):
0.4 0.0 -0.4
-0.2 0.4 0.3

**HOMO energy**: -0.3084 Eh
**Lowest unoccupied orbital energy**: 0.8648 eV
**E**: -11607.40338 eV

Charges in e, computed with Mulliken, in the same order as the atoms:
1 C -1.005
2 C -0.612
3 H 0.283
4 H 0.298
5 H 0.289
6 H 0.248
7 H 0.276
8 H 0.229
9 C -1.623
10 C -0.520
11 C 0.763
12 C -0.431
13 C 0.715
14 C -0.529
15 C -0.584
16 O -0.543
17 H 0.385
18 H 0.376
19 H 0.281
20 H 0.288
21 H 0.354
22 H 0.347
23 H 0.335
24 H 0.382